# 1
C10H16INO5PtS2 | the ωB97M-V functional and the def2-TZVPD basis

```
36
Properties=species:S:1:pos:R:3:forces:R:3:mulliken_charge:R:1
Pt 0.368862 0.181316 -0.012079 0.22 -0.63 0.48 0.487
C 3.087598 -1.021894 1.204107 -0.09 0.03 0.02 -0.808
S 2.517412 -0.496760 -0.424925 -0.02 -0.04 -0.04 0.049
C 3.583545 0.943871 -0.583182 0.08 0.03 -0.02 -0.874
H 4.127784 -1.327271 1.115800 0.03 0.04 0.03 0.398
H 2.468034 -1.852360 1.521269 -0.05 -0.07 -0.01 0.256
H 2.965059 -0.205205 1.916828 0.08 -0.05 -0.06 0.244
H 3.413407 1.635143 0.239271 -0.01 -0.01 0.02 0.304
H 3.361207 1.425351 -1.529259 0.05 -0.05 0.04 0.249
H 4.609484 0.580005 -0.572680 0.03 0.06 0.00 0.416
C 1.223295 2.267246 -3.473365 0.00 0.03 -0.02 -0.808
O 1.255352 1.334636 -2.386590 -0.09 0.14 -0.03 -0.306
C 0.403227 1.622846 -1.349412 -0.03 -0.19 -0.16 0.708
O -0.304394 2.596493 -1.398918 0.00 0.11 0.07 -0.567
H 1.953231 1.909854 -4.194647 0.01 -0.01 0.00 0.245
H 1.480770 3.269401 -3.131767 0.00 -0.01 0.00 0.307
H 0.233500 2.298281 -3.926688 0.00 0.00 0.02 0.305
I -0.257100 0.847426 3.308100 -0.20 0.18 -0.17 0.129
C -1.794033 0.852640 1.881132 0.08 0.02 0.14 0.104
C -3.089738 1.020289 2.333042 -0.05 0.00 0.09 -0.547
C -4.121568 1.045500 1.413743 -0.02 0.00 0.04 -0.262
C -3.828285 0.923534 0.068491 0.08 -0.01 -0.07 -0.845
C -2.512008 0.762636 -0.306261 -0.13 -0.01 0.00 0.066
N -1.512480 0.717123 0.583142 -0.06 0.09 0.08 -0.090
H -3.275757 1.121281 3.391589 0.00 0.00 -0.01 0.398
H -5.143006 1.162046 1.750267 0.00 0.00 0.00 0.386
H -4.600057 0.938437 -0.686479 0.00 0.00 0.00 0.392
H -2.228328 0.655125 -1.340868 0.02 0.00 0.00 0.449
C -0.236381 -3.722057 -0.062694 -0.04 0.01 0.03 -0.949
S -0.883021 -2.629732 1.178192 -0.13 -0.11 0.08 1.060
O -0.992834 -3.381332 2.398993 0.07 -0.09 0.03 -0.707
O -2.111311 -2.077688 0.646858 0.08 0.07 -0.10 -0.606
O 0.191886 -1.579471 1.330186 0.07 0.44 -0.47 -0.507
H -0.964403 -4.516774 -0.209561 0.01 0.00 0.00 0.374
H 0.704272 -4.133178 0.295649 0.01 -0.01 0.00 0.299
H -0.093222 -3.166758 -0.987285 0.00 0.02 0.00 0.249
```
Positions in Å, forces in eV/Å.

Values from the calculation:
orbital gap: 9.18 eV
relative energy (zero: lowest compared OMol25 entry of this formula, charge and spin): 0.0 kcal per mole
molar mass: 616.36 g mol⁻¹
total energy: -55375.9507 eV

# 2
C10H16N2O3 | the ωB97M-V functional and the def2-TZVPD basis

```
31
Properties=species:S:1:pos:R:3:forces:R:3:mulliken_charge:R:1
C 4.268574 2.684465 0.577089 -0.23 0.21 -0.66 -0.637
O 3.034737 2.257300 1.199896 -0.32 -0.85 -0.22 -0.233
C 2.262682 1.448987 0.462819 0.34 -0.07 -4.43 0.448
O 2.420454 1.234417 -0.772383 0.02 0.68 3.88 -0.586
C 1.031007 0.892593 1.163833 -2.72 -1.58 2.83 0.696
O 0.719855 1.281573 2.293782 1.00 0.64 -1.01 -0.686
N 0.224016 -0.145476 0.666333 2.88 3.11 -0.15 -0.025
C -0.987241 -0.649949 1.326798 -0.03 0.45 -0.54 -0.096
C -0.760558 -2.130783 1.156613 -0.06 -0.43 0.60 -0.721
C 0.124967 -2.238673 -0.058493 -0.81 -0.88 -1.20 -0.964
C 0.324778 -0.829120 -0.596296 0.47 -0.95 -0.82 0.106
C -0.749347 -0.294708 -1.543895 -1.08 0.29 0.59 -1.182
N -2.093960 -0.420324 -0.913127 -0.53 -1.22 -0.20 0.151
C -3.273340 -0.115434 -1.787690 1.10 0.21 1.23 -1.001
C -2.175533 -0.052376 0.533956 0.06 0.70 -0.89 -1.027
H 4.079208 3.399937 -0.234208 -0.17 -0.45 0.06 0.286
H 4.877683 3.209620 1.295991 -0.21 -0.09 0.61 0.243
H 4.817410 1.822572 0.206177 -0.09 -0.01 -0.13 0.302
H -1.069990 -0.419881 2.376897 0.22 0.65 0.11 0.457
H -0.178403 -2.530503 2.001594 -0.62 0.18 0.04 0.320
H -1.711053 -2.640099 1.063206 -0.09 -0.34 0.00 0.378
H 1.065704 -2.678346 0.209897 0.63 -0.05 0.05 0.428
H -0.330521 -2.894367 -0.776826 -0.14 -0.34 -0.63 0.315
H 1.294466 -0.837012 -1.141649 -0.53 0.75 0.84 0.462
H -0.544417 0.765042 -1.738228 0.30 0.17 0.01 0.347
H -0.674572 -0.789605 -2.527113 -0.45 -0.14 0.45 0.486
H -4.225904 -0.394511 -1.310176 0.50 -0.12 -0.04 0.292
H -3.325556 0.944290 -2.006570 -0.11 0.63 -0.01 0.382
H -3.190774 -0.594126 -2.758419 0.16 -0.44 0.07 0.306
H -2.102919 1.065701 0.652117 -0.07 -0.67 0.06 0.278
H -3.151454 -0.351204 0.978076 0.58 -0.07 -0.51 0.476
```
Positions in Å, forces in eV/Å.

Values from the calculation:
orbital gap: 8.55 eV
structure (SMILES): COC(=O)C(=O)N1[C@@H]2CC[C@H]1CN(C)C2
relative energy (zero: lowest compared OMol25 entry of this formula, charge and spin): 34.4 kcal per mole
molar mass: 212.25 g mol⁻¹
total energy: -19751.2732 eV

# 3
C10H16N2O7 | the ωB97M-V functional and the def2-TZVPD basis

```
35
Properties=species:S:1:pos:R:3:forces:R:3:mulliken_charge:R:1
N -2.602834 1.081828 3.252125 0.89 0.85 0.08 -0.515
C -1.266036 0.563039 3.603621 -1.98 -0.79 0.79 -0.855
C -0.608914 -0.057283 2.403361 0.52 0.93 -0.75 0.596
C -0.447157 1.038138 1.364424 -0.58 0.10 0.04 -1.454
C 0.367065 0.491803 0.235053 0.81 0.37 -0.46 0.593
C 0.631859 1.594323 -0.811754 0.31 -0.30 -1.37 -0.436
O -0.528860 2.212878 -1.345154 -0.50 -0.41 0.08 -0.662
C 1.381507 1.039208 -2.046329 1.05 0.63 1.11 -0.292
O 2.761188 0.770938 -1.729398 -0.69 -0.76 0.05 -0.641
C 0.638116 -0.169120 -2.613785 -0.46 -0.43 0.56 -0.080
O -0.639401 0.205566 -3.115424 0.12 0.46 -0.80 -0.571
C 0.289947 -1.262151 -1.587733 -0.77 -1.26 0.48 -0.336
C 1.484860 -2.172285 -1.339352 2.15 1.18 0.77 0.118
O 2.394561 -1.753913 -0.619731 -1.06 -1.34 -0.60 -0.643
O 1.614106 -3.308977 -2.064474 -0.83 1.00 0.74 -0.459
N -0.293939 -0.694434 -0.351761 0.78 1.02 1.26 0.138
C -1.130612 -1.462993 0.463510 -0.67 -1.89 -2.20 0.561
O -1.664180 -2.424419 -0.118246 0.56 1.48 2.44 -0.683
O -1.356214 -1.168893 1.804814 0.56 0.23 -1.38 -0.347
H -3.253826 0.364162 3.017212 -0.33 -0.51 0.03 0.187
H -2.983046 1.693212 3.965328 0.04 -0.28 -0.10 0.211
H -0.653346 1.393126 3.953556 0.13 -0.04 -0.19 0.441
H -1.352335 -0.140433 4.446943 0.31 -0.09 -0.19 0.357
H 0.392438 -0.388929 2.703726 -0.18 -0.40 -0.08 0.269
H -1.438886 1.388105 1.027842 0.44 -0.21 0.10 0.362
H 0.054473 1.910858 1.822072 -0.06 -0.44 -0.27 0.349
H 1.338170 0.187117 0.681657 -0.20 0.16 -0.48 0.018
H 1.283236 2.367505 -0.368447 -0.42 -0.26 0.00 0.518
H -0.871696 1.632118 -2.073363 0.20 0.66 0.95 0.480
H 1.488165 1.847651 -2.782470 -0.59 -0.33 0.03 0.480
H 2.811692 0.013017 -1.109806 -0.06 0.42 -0.37 0.467
H 1.270802 -0.580054 -3.379244 0.24 -0.41 -0.56 0.368
H -1.083380 -0.578229 -3.475786 0.15 0.38 0.16 0.412
H -0.462171 -1.911024 -2.054078 -0.04 0.29 0.21 0.674
H 2.434651 -3.721454 -1.758911 0.17 -0.01 -0.08 0.377
```
Positions in Å, forces in eV/Å.

Values from the calculation:
orbital gap: 9.82 eV
structure (SMILES): NC[C@@H]1C[C@@H]2[C@H](O)[C@@H](O)[C@H](O)[C@@H](C(=O)O)N2C(=O)O1
relative energy (zero: lowest compared OMol25 entry of this formula, charge and spin): 30.6 kcal per mole
molar mass: 276.24 g mol⁻¹
total energy: -27942.4154 eV

# 4
C10H16NS | the ωB97M-V functional and the def2-TZVPD basis

```
28
Properties=species:S:1:pos:R:3:forces:R:3:mulliken_charge:R:1
C -1.719059 -0.363308 1.591739 -0.30 0.48 1.23 -0.965
C -1.190487 0.381082 0.672134 1.11 0.84 -2.78 0.139
C -1.535586 0.200951 -0.782861 -1.29 2.42 -0.45 -0.953
C -0.271621 0.553260 -1.558473 -0.08 -1.03 2.07 -0.248
N 0.518067 1.424183 -0.626989 2.28 -0.24 -2.45 -0.093
C -0.111042 1.459423 0.668261 -1.18 0.37 0.98 0.109
C -0.716302 2.837593 0.843821 1.76 -0.14 4.51 -1.662
C 1.025582 -0.132948 -1.220873 -0.50 3.33 -0.78 0.347
S 2.255859 -0.119240 -2.494473 0.10 -0.47 0.77 -0.098
C 2.625785 -1.604235 -1.442089 0.15 -0.84 -1.12 -0.778
C 1.572754 -1.269801 -0.401376 -1.43 -0.95 -0.58 0.118
C 0.392648 -2.247581 -0.333192 -0.86 2.06 0.41 -1.367
H -1.378114 -0.263320 2.590065 0.01 -0.09 1.00 0.362
H -2.589506 -0.950332 1.383035 -0.08 -0.59 -0.07 0.305
H -1.781146 -0.814635 -0.974216 -0.88 -0.59 -0.40 0.484
H -2.395968 0.986305 -1.017166 1.62 -1.86 -0.02 0.400
H -0.409946 0.845517 -2.574115 0.22 0.39 -0.59 0.475
H 1.084590 2.256303 -1.020393 -1.35 -1.75 1.05 0.368
H 0.582869 1.297495 1.446309 1.05 -0.31 0.81 0.510
H -0.974889 3.289971 -0.014914 -1.45 1.36 -3.04 0.497
H 0.011972 3.534438 1.347723 -0.35 -0.69 -0.64 0.399
H -1.500235 2.774198 1.596207 -0.41 0.11 -0.39 0.392
H 3.637598 -1.659352 -1.095004 0.50 0.06 0.11 0.362
H 2.362594 -2.513672 -2.017436 0.28 0.49 0.36 0.360
H 1.992838 -1.150297 0.579037 0.10 0.85 0.40 0.481
H -0.051010 -2.214561 -1.323016 -0.20 -0.50 -0.25 0.392
H -0.352379 -1.693003 0.352478 1.21 -1.99 -0.77 0.164
H 0.679022 -3.246711 -0.110729 -0.01 -0.74 0.65 0.501
```
Positions in Å, forces in eV/Å.

Values from the calculation:
orbital gap: 10.06 eV
structure (SMILES): C=C1C[C@H]2[N@@H+]([C@H]1C)[C@]21SC[C@@H]1C
relative energy (zero: lowest compared OMol25 entry of this formula, charge and spin): 43.8 kcal per mole
molar mass: 182.31 g mol⁻¹
total energy: -22945.3214 eV
total charge: +1

no.,E_HOMO (eV)
1,-9.01
2,-8.16
3,-9.40
4,-13.02